No. 1
Below is one molecule with the formula C2H4F3NOS at a distorted geometry, with properties calculated with wB97M-V/def2-TZVPD.

XYZ file:
```
12
Properties=species:S:1:pos:R:3
C 1.4296 -0.5894 0.3940
S -0.3998 -0.4899 0.5100
N -0.7749 0.3089 1.7339
O -1.0429 -1.6455 0.0465
C -0.7030 0.8457 -1.2259
F -1.9471 0.6728 -1.6425
F -0.5350 2.1538 -1.0766
F 0.2452 0.4559 -2.1752
H 1.6313 -1.5615 0.0041
H 1.6942 0.0774 -0.3023
H 1.9812 -0.3212 1.4444
H -1.5788 0.0928 2.2895
```

Output
ΔE to the lowest compared entry with this formula, charge and spin ... 45.7 kcal per mole
Kohn-Sham gap ... 10.33 eV
Net charge ... 0

***

No. 2
Below is C8H32BMnO10S as an isolated structure at a distorted geometry, with properties calculated with wB97M-V/def2-TZVPD.

XYZ file:
```
53
Properties=species:S:1:pos:R:3
Mn 1.8409 1.0799 -0.1413
S 1.7949 3.1183 -2.8327
O 2.6644 2.6405 -3.8898
O 0.5123 3.5145 -3.3749
O 1.7321 2.1549 -1.7594
O 2.2795 4.3769 -2.3838
B -0.1645 0.2928 0.0386
H -0.1645 1.3716 0.0602
H 0.6766 -0.1221 0.5721
H -1.1121 -0.0712 0.4045
H -0.0326 -0.0192 -0.9859
C 2.6755 0.1791 3.1882
O 2.6952 0.3571 1.8160
H 1.8470 -0.4350 3.5413
H 3.6110 -0.2104 3.5897
H 2.4929 1.1300 3.6888
H 3.6054 0.3535 1.5108
C 1.1849 4.0431 1.7252
O 1.9911 3.1850 0.9597
H 1.2467 5.0952 1.4470
H 0.1886 3.6052 1.6642
H 1.5781 4.0362 2.7418
H 2.8051 3.6490 0.7507
C 0.1074 -3.9586 -1.1295
O -0.1791 -3.1383 0.0155
H 0.6475 -3.2594 -1.7679
H 0.7085 -4.7509 -0.6835
H -0.7377 -4.4028 -1.6554
H -0.2957 -2.2040 -0.1716
C -1.5902 -0.6237 3.2322
O -1.0539 0.6387 3.1327
H -2.4961 -0.7806 2.6467
H -0.6916 -1.1841 2.9742
H -1.9239 -0.8274 4.2497
H -0.8988 0.7940 2.1981
C 2.4761 -1.2358 -2.3194
O 2.7222 -0.9098 -0.9859
H 1.5076 -0.9038 -2.6935
H 3.0956 -0.8492 -3.1286
H 2.4287 -2.3136 -2.4754
H 2.6070 -1.7222 -0.4876
C -2.8720 -1.7811 -1.8738
C -3.7805 -0.6312 -1.5081
C -4.3173 -0.8396 -0.0882
O -3.0746 0.5734 -1.4576
H -3.3163 -2.7761 -1.8475
H -2.0233 -1.8628 -1.1948
H -2.6320 -1.5915 -2.9200
H -4.5508 -0.6119 -2.2790
H -3.5360 -0.7029 0.6594
H -4.8972 -1.7322 0.1466
H -5.0907 -0.0812 0.0338
H -2.2915 0.3439 -0.9521
```

Output
Spin multiplicity ... 7
Kohn-Sham gap (alpha / beta) ... 8.94 / 7.04 eV
Net charge ... 0
⟨S²⟩ ... 12.0154

***

No. 3
Below is one molecule with the formula C4H10N2 at a distorted geometry, with properties calculated with wB97M-V/def2-TZVPD.

XYZ file:
```
16
Properties=species:S:1:pos:R:3
C -1.6259 -0.7418 -0.1764
C -0.5930 0.0897 0.6101
N -0.4465 1.5310 0.1288
C 0.9834 1.2487 -0.2812
C 0.9669 -0.0717 0.5539
N 1.3109 -1.3446 -0.0366
H -2.5539 0.0079 -0.0522
H -1.8002 -1.6956 0.4910
H -1.3902 -1.0190 -1.3391
H -0.9652 -0.1567 1.5775
H -1.1346 1.6286 -0.7032
H 1.1740 1.0894 -1.3702
H 1.6556 2.0042 0.2316
H 1.3625 0.0652 1.5493
H 0.7107 -1.4063 -0.8953
H 2.3455 -1.2293 -0.2879
```

Output
ΔE to the lowest compared entry with this formula, charge and spin ... 60.1 kcal per mole
Kohn-Sham gap ... 10.00 eV
Net charge ... 0

***

No. 4
Below is one molecule with the formula C16H21ClN2O4S2 at a distorted geometry, with properties calculated with wB97M-V/def2-TZVPD.

XYZ file:
```
46
Properties=species:S:1:pos:R:3
C -1.8389 3.3550 1.2423
O -0.5311 3.0169 1.6334
C -0.4890 1.9456 2.5526
C 0.9315 1.3639 2.5807
N 1.5267 1.2587 1.2566
C 2.7658 1.9657 1.0294
C 2.6486 3.4770 1.3244
O 3.0235 3.8105 2.6423
C 4.4082 3.9575 2.8370
C 0.7868 0.7939 0.2459
N -0.3423 0.1773 0.3884
C -0.9030 -0.1630 -0.7902
S -2.5325 -0.9179 -0.8457
O -2.9942 -1.0945 0.5013
O -3.3436 -0.1364 -1.7398
C -2.1893 -2.5068 -1.5919
C -1.3456 -3.3745 -0.9264
C -1.0281 -4.5869 -1.5112
C -1.5471 -4.9316 -2.7563
C -1.2176 -6.2533 -3.3778
C -2.3953 -4.0398 -3.4052
C -2.7173 -2.8248 -2.8267
C -0.1890 0.1416 -1.9013
Cl -0.6228 -0.2059 -3.5033
S 1.3012 0.9496 -1.4559
H -1.7463 4.1597 0.5152
H -2.4312 3.7019 2.0970
H -2.3466 2.4988 0.7824
H -1.2029 1.1707 2.2493
H -0.7509 2.2955 3.5621
H 0.8877 0.3733 3.0431
H 1.5810 2.0167 3.1633
H 3.5296 1.5307 1.6840
H 3.0689 1.8074 -0.0060
H 1.6012 3.7734 1.2268
H 3.2554 4.0440 0.6071
H 4.8171 4.7369 2.1830
H 4.9554 3.0252 2.6545
H 4.5423 4.2518 3.8760
H -0.9558 -3.0908 0.0391
H -0.3693 -5.2739 -1.0004
H -1.9645 -6.9928 -3.0878
H -1.2190 -6.1835 -4.4627
H -0.2456 -6.6089 -3.0453
H -2.8028 -4.2987 -4.3714
H -3.3690 -2.1151 -3.3119
```

Output
ΔE to the lowest compared entry with this formula, charge and spin ... 3.4 kcal per mole
Kohn-Sham gap ... 8.50 eV
Net charge ... 0

***

No. 5
Below is one molecule with the formula C6H7N2O2P at a distorted geometry, with properties calculated with wB97M-V/def2-TZVPD.

XYZ file:
```
18
Properties=species:S:1:pos:R:3
H -2.2955 0.5760 -2.3748
N -1.8664 0.5162 -1.4509
C -1.0057 1.4010 -1.3407
O -0.2471 2.3296 -2.0089
C 0.1493 1.8504 -0.6679
C 1.1960 2.1138 0.1127
C 1.5502 1.4212 1.3279
P 0.7966 -0.1052 1.7077
C 0.8746 -1.3899 0.6735
C -0.1083 -2.0535 0.0574
N -1.4587 -1.8986 0.2027
O 0.1858 -3.1419 -0.6929
H 1.9262 2.7917 -0.0640
H 1.9295 2.1504 2.1454
H 1.1034 -0.3379 3.0441
H -1.6652 -1.1630 0.8437
H -2.1174 -1.8772 -0.5300
H 1.0525 -3.1832 -0.9849
```

Output
ΔE to the lowest compared entry with this formula, charge and spin ... 92.9 kcal per mole
Kohn-Sham gap (alpha / beta) ... 6.83 / 6.72 eV
Net charge ... 0

***

No. 6
Below is C2H2FO2Zn as an isolated structure at a distorted geometry, with properties calculated with wB97M-V/def2-TZVPD.

XYZ file:
```
8
Properties=species:S:1:pos:R:3
H -0.7339 -0.1566 1.2762
O 0.3916 1.4471 -0.5172
C -0.4768 0.6609 -0.1402
C -0.1155 -0.7285 0.3316
O 1.1882 -0.9344 0.3463
F -1.6989 0.7338 -0.7088
H -0.7602 -1.4920 -0.1495
Zn 2.2055 0.4697 -0.4384
```

Output
Spin multiplicity ... 2
ΔE to the lowest compared entry with this formula, charge and spin ... 34.3 kcal per mole
Kohn-Sham gap (alpha / beta) ... 7.72 / 8.99 eV
Net charge ... 0
⟨S²⟩ ... 0.7516

***

No. 7
Below is a 2-piece molecular cluster, C5H8N2 overall at a distorted geometry, with properties calculated with wB97M-V/def2-TZVPD.

XYZ file:
```
15
Properties=species:S:1:pos:R:3
C -1.6781 1.1464 0.1907
C 1.5317 1.0720 0.6396
C 2.0222 0.4780 -0.5980
C -1.5022 -1.8771 0.1265
C -0.6264 0.3991 -0.5226
N -2.5837 1.7289 0.6244
N 0.6708 0.2692 -0.0692
H 1.9836 0.6065 1.6120
H 1.3868 2.1720 0.7983
H 2.0800 1.1824 -1.4282
H 2.5681 -0.5139 -0.6597
H -0.7609 -2.6018 0.0529
H -2.3278 -2.0867 -0.5437
H -1.9436 -1.8182 1.1754
H -0.8204 -0.1567 -1.3984
```

Output
ΔE to the lowest compared entry with this formula, charge and spin ... 137.4 kcal per mole
Kohn-Sham gap (alpha / beta) ... 8.38 / 7.72 eV
Net charge ... 0

***

No. 8
Below is a 5-piece molecular cluster, C26H61N3O21P5 overall at a distorted geometry, with properties calculated with wB97M-V/def2-TZVPD.

XYZ file:
```
116
Properties=species:S:1:pos:R:3
C -1.8432 -2.4399 -2.2681
C -1.1595 -1.2904 -1.5176
C -2.0891 -0.1083 -1.2790
N -3.2672 -0.4321 -0.3998
C -3.9770 0.7693 -0.3445
N -3.4097 1.9059 0.2724
N -5.1370 0.8548 -0.9004
C -5.7928 -0.2719 -1.5940
C -5.4615 -0.2741 -3.1158
C -5.3963 -1.7194 -3.6120
O -6.6869 -2.2063 -3.9541
P -2.7528 -0.8947 1.2002
O -2.3690 -2.2949 1.2361
O -4.0028 -0.6589 2.1411
O -1.6265 0.0495 1.7438
O 0.0551 -0.8828 -2.0940
C -0.0952 -0.0557 -3.2384
C 0.0685 1.4102 -2.9269
C -0.8614 2.2944 -3.4231
C -0.7470 3.6362 -3.1113
C 0.2849 4.0611 -2.3022
C 1.2390 3.1857 -1.8129
C 1.1116 1.8463 -2.1307
H -2.2539 -3.1026 -1.5146
H -1.1410 -2.9757 -2.8882
H -2.6969 -2.0543 -2.8211
H -0.8931 -1.7069 -0.5522
H -2.4945 0.2506 -2.2213
H -1.4856 0.7135 -0.8998
H -4.0133 2.2471 1.0153
H -3.3243 2.6461 -0.4177
H -5.6059 1.7474 -0.8622
H -6.8511 -0.1157 -1.4401
H -5.5077 -1.2008 -1.1360
H -6.2113 0.3201 -3.6257
H -4.4966 0.1951 -3.2799
H -4.7264 -1.7513 -4.4684
H -4.9936 -2.3693 -2.8411
H -7.3136 -1.4933 -4.0745
H -4.8439 -0.8509 1.6575
H -2.0116 0.8303 2.1607
H 0.6998 -0.3275 -3.9287
H -1.0199 -0.2272 -3.7855
H -1.6716 1.9261 -4.0343
H -1.4642 4.3575 -3.4619
H 0.3510 5.1052 -2.0483
H 2.0556 3.4854 -1.1837
H 1.7913 1.0935 -1.7696
C 3.1147 -1.4474 6.3790
O 3.3542 -2.1503 5.1569
P 3.8598 -1.2174 3.8933
O 4.8064 -0.3377 4.6265
O 2.3938 -0.5370 3.6438
C 1.2309 -1.3664 3.4816
O 4.4195 -0.7912 2.3842
C 4.1406 -1.6432 1.2502
H 2.4620 -2.0839 6.9758
H 4.0504 -1.2932 6.9088
H 2.6261 -0.4911 6.2017
H 0.6283 -1.3240 4.3894
H 1.4879 -2.4056 3.2793
H 0.6463 -0.9779 2.6502
H 3.0645 -1.6945 1.0589
H 4.5364 -2.6461 1.4120
H 4.6316 -1.2097 0.3833
C 6.2341 -3.0198 4.0310
O 6.7443 -3.5484 2.7973
P 7.4316 -5.0203 2.9209
O 6.5675 -5.8269 3.7903
O 8.7770 -4.4838 3.6770
C 9.4342 -3.2870 3.2351
O 8.2373 -6.1428 2.0391
C 8.8588 -5.7612 0.7922
H 6.1631 -1.9469 3.9109
H 5.2462 -3.4440 4.2374
H 6.9047 -3.2267 4.8636
H 9.2289 -2.4791 3.9377
H 9.1095 -2.9762 2.2425
H 10.5063 -3.4749 3.2153
H 9.6538 -5.0316 0.9634
H 8.1247 -5.3500 0.0990
H 9.2908 -6.6550 0.3528
C 2.5840 9.0561 -2.4937
O 3.4229 8.3066 -3.3782
P 3.9607 6.8868 -2.7899
O 2.8285 6.2649 -2.0844
O 5.0117 7.6396 -1.7765
C 5.8250 8.7270 -2.2405
O 5.0034 5.6269 -2.9729
C 6.0489 5.7020 -3.9686
H 2.6104 10.0866 -2.8430
H 1.5627 8.6864 -2.5438
H 2.9478 9.0101 -1.4688
H 5.4344 9.6664 -1.8483
H 5.8559 8.7897 -3.3275
H 6.8357 8.5802 -1.8643
H 6.7468 6.5091 -3.7351
H 5.6312 5.8523 -4.9636
H 6.5853 4.7584 -3.9541
C -7.9522 -2.3914 3.5750
O -7.7581 -3.1795 2.3854
P -7.5894 -2.3544 1.0276
O -6.7133 -1.1930 1.3215
O -9.1473 -1.9198 0.8782
C -10.1987 -2.8748 1.1255
O -7.3428 -2.5202 -0.5610
C -7.6251 -3.7074 -1.3428
H -8.4051 -3.0534 4.3085
H -6.9944 -2.0409 3.9492
H -8.6140 -1.5482 3.3871
H -10.6675 -2.6555 2.0837
H -9.8320 -3.8997 1.1415
H -10.9404 -2.7743 0.3367
H -8.6924 -3.9300 -1.3778
H -7.0827 -4.5783 -0.9782
H -7.2678 -3.4637 -2.3347
```

Output
ΔE to the lowest compared entry with this formula, charge and spin ... 0.0 kcal per mole
Kohn-Sham gap ... 7.13 eV
Net charge ... +1

***

No. 9
Below is C3HCoLiO4 as an isolated structure at a distorted geometry, with properties calculated with wB97M-V/def2-TZVPD.

XYZ file:
```
10
Properties=species:S:1:pos:R:3
O -1.5745 1.0499 1.8185
C -1.0046 0.5221 0.9193
O -1.1237 -0.0030 -0.1498
Co -3.2324 1.7374 2.6082
O 1.3786 0.2788 1.0328
C 1.6310 -0.3340 -0.1610
C 0.8531 -0.6982 -1.0832
O 0.5339 -0.9778 -2.2679
Li 0.0573 -2.0279 -3.5695
H 2.4812 0.4526 0.8526
```

Output
Spin multiplicity ... 6
Kohn-Sham gap (alpha / beta) ... 7.06 / 7.71 eV
Net charge ... +2
⟨S²⟩ ... 8.7590

***

No. 10
Below is C4F12N2O18PbS4 as an isolated structure at a distorted geometry, with properties calculated with wB97M-V/def2-TZVPD.

XYZ file:
```
41
Properties=species:S:1:pos:R:3
Pb -0.0300 -7.1443 -21.0018
N -5.0271 -9.5895 -22.4141
O -3.9646 -9.7428 -23.0291
O -4.8604 -8.8769 -21.4281
O -6.0427 -10.2244 -22.6694
N -1.5188 -5.2184 -16.1008
O -1.4047 -4.4835 -17.0691
O -1.0483 -6.3030 -16.1673
O -1.8867 -4.8320 -15.0087
C 6.3839 -8.6917 -26.5502
F 6.8330 -8.9993 -27.8121
F 7.1530 -9.3068 -25.6248
F 6.4994 -7.4258 -26.3504
S 4.5261 -9.2606 -26.3086
O 4.6011 -10.7047 -26.2151
O 4.0670 -8.6065 -25.0791
O 3.8150 -8.7473 -27.4736
C 2.2455 -0.6047 -24.8450
F 2.9568 -0.5427 -25.9531
F 2.9839 -1.3614 -23.9841
F 2.0294 0.6214 -24.2857
S 0.5881 -1.5498 -25.1996
O 0.4560 -2.5579 -24.0987
O -0.4083 -0.4871 -25.1724
O 0.6832 -2.0912 -26.5496
C -0.8677 -15.4838 -20.4319
F -1.0862 -16.6284 -19.8231
F 0.0577 -15.6698 -21.3490
F -2.0332 -15.1887 -20.9497
S -0.3541 -14.2008 -19.0882
O 0.8907 -14.6759 -18.5403
O -0.1993 -12.8611 -19.7132
O -1.5242 -14.0546 -18.1738
C 6.2795 -4.4318 -16.1673
F 5.7749 -4.4988 -14.8912
F 5.6036 -3.5221 -16.8168
F 7.5737 -4.0544 -16.2107
S 6.1140 -6.1401 -17.1192
O 4.8864 -6.0293 -17.9379
O 7.2841 -6.1856 -18.0009
O 6.0377 -7.1624 -16.0789
```

Output
ΔE to the lowest compared entry with this formula, charge and spin ... 45.0 kcal per mole
Kohn-Sham gap ... 2.38 eV
Net charge ... -4

***

No. 11
Below is C22H24AsCdF6N2O10PTe as an isolated structure at a distorted geometry, with properties calculated with wB97M-V/def2-TZVPD.

XYZ file:
```
68
Properties=species:S:1:pos:R:3
Cd 0.2650 -0.8396 -0.6144
O 0.8063 -4.8691 0.2181
C 0.6585 -3.6628 0.3307
O 1.2915 -2.7310 -0.3090
C -0.3240 -3.1708 1.4116
C -0.7709 -4.0827 2.3949
C -1.5604 -3.6264 3.4039
C -1.9473 -2.2644 3.4309
C -2.7600 -1.7125 4.4517
C -3.1205 -0.3959 4.4136
C -2.7080 0.4224 3.3352
C -1.9228 -0.0818 2.3384
C -1.4996 -1.4354 2.3819
N -0.6691 -1.9079 1.4038
H -0.4535 -5.1116 2.3125
H -1.9057 -4.2927 4.1882
H -3.0928 -2.3567 5.2596
H -3.7365 0.0236 5.2017
H -3.0269 1.4590 3.3017
H -1.6060 0.5208 1.4961
O -1.6228 -2.2000 -1.2860
C -2.4802 -1.9112 -2.1080
C -2.7527 -0.6065 -2.6746
C -3.7804 -0.5165 -3.6063
C -4.0279 0.6605 -4.2678
C -3.1718 1.7669 -4.0868
C -2.1711 1.7126 -3.1680
C -1.9769 0.5617 -2.3357
O -1.1820 0.6171 -1.3520
N -5.1673 0.7640 -5.1583
O -5.3470 1.8225 -5.7474
O -5.9103 -0.2015 -5.2830
H -3.1253 -2.7207 -2.4987
H -4.3966 -1.3812 -3.8183
H -3.3295 2.6435 -4.6973
H -1.4898 2.5424 -3.0220
C 4.3749 3.2195 -0.5483
C 4.4212 1.9333 0.2499
O 3.1225 1.2770 0.2065
P 2.0478 1.3057 1.3365
O 0.7930 0.6132 0.9319
Te 2.9222 0.4234 3.4113
O 1.8177 2.8601 1.5903
C 0.7056 3.2555 2.4423
C -0.4626 3.6906 1.5831
H 5.3721 3.6643 -0.5926
H 3.6792 3.9240 -0.0918
H 4.0357 2.9972 -1.5609
H 4.7103 2.1026 1.2865
H 5.1160 1.2258 -0.1946
H 1.0653 4.0670 3.0684
H 0.4129 2.4262 3.0920
H -0.1766 4.5374 0.9568
H -1.3006 3.9860 2.2196
H -0.7757 2.8719 0.9306
F 0.6530 -1.0273 -3.0785
As 2.1618 -0.1166 -3.2071
F 2.8191 -1.3514 -4.1948
F 2.7283 -0.9205 -1.7922
F 3.6366 0.7755 -3.2723
F 1.4550 1.1056 -2.2144
F 1.5697 0.6985 -4.5945
C 4.2107 -2.2489 1.1779
O 2.9864 -1.5537 1.4379
H 4.2486 -3.1940 1.7227
H 5.0343 -1.6155 1.5075
H 4.3156 -2.4451 0.1094
H 2.3139 -1.9259 0.8398
```

Output
Spin multiplicity ... 2
ΔE to the lowest compared entry with this formula, charge and spin ... 0.0 kcal per mole
Kohn-Sham gap (alpha / beta) ... 7.55 / 5.85 eV
Net charge ... -1
⟨S²⟩ ... 0.7532

***

| no. | energy (a.u.) |
| --- | --- |
| 1 | -906.278250 |
| 2 | -2650.190957 |
| 3 | -267.829609 |
| 4 | -2289.258465 |
| 5 | -833.937122 |
| 6 | -2106.987888 |
| 7 | -304.616457 |
| 8 | -4478.242237 |
| 9 | -1805.312137 |
| 10 | -4599.828069 |
| 11 | -5327.049353 |